Entry 1:
C4H8O2 | ωB97M-V/def2-TZVPD

Positions of all 14 atoms, in Å:
1 O -1.462 1.796 0.729
2 O 0.862 -0.710 -0.498
3 C -1.647 -0.956 0.142
4 C -0.418 -0.054 -0.346
5 C -0.461 1.131 0.610
6 C 2.076 0.040 -0.369
7 H 2.955 -0.610 -0.535
8 H -2.617 -0.407 0.181
9 H 2.171 0.876 -1.076
10 H -1.525 -1.369 1.153
11 H -1.795 -1.771 -0.567
12 H -0.701 0.258 -1.356
13 H 0.380 1.339 1.291
14 H 2.181 0.439 0.640

## Properties
HOMO = -9.7 eV
net charge = 0
2S+1 = 1
gap between HOMO and LUMO = 10.610 eV
energy above the lowest of the compared OMol25 structures with the same formula, charge and spin = 2.158 eV
SMILES string = CO[C@@H](C)C=O
DFT total energy = -8371.1242 eV
max |F| = 1.15 eV Å⁻¹

---

Entry 2:
C4H8O2 | ωB97M-V/def2-TZVPD

Positions of all 14 atoms, in Å:
1 O 0.473 -0.474 2.252
2 O 0.944 1.413 -1.706
3 C -0.021 -0.501 0.929
4 C -0.416 0.922 0.448
5 C 0.598 0.670 -0.639
6 C 0.976 -0.539 -0.212
7 H 0.881 -1.331 2.428
8 H -0.847 -1.223 0.839
9 H 1.683 -1.283 -0.561
10 H -1.212 -1.278 -1.637
11 H -0.147 1.692 1.179
12 H -1.936 -1.372 -1.785
13 H -1.457 1.048 0.128
14 H 0.479 2.258 -1.662

## Properties
HOMO = -8.9 eV
net charge = 0
2S+1 = 1
gap between HOMO and LUMO = 9.705 eV
energy above the lowest of the compared OMol25 structures with the same formula, charge and spin = 3.141 eV
SMILES string = OC1=C[C@@H](O)C1.[H][H]
DFT total energy = -8370.1407 eV
max |F| = 0.33 eV Å⁻¹

---

Entry 3:
C4H8O2 | ωB97M-V/def2-TZVPD

Positions of all 14 atoms, in Å:
1 O -1.529 1.309 -1.360
2 O 0.621 1.010 -0.413
3 C 1.746 -0.643 0.903
4 C -1.776 0.145 -0.611
5 C 0.491 0.095 0.628
6 C -0.337 -0.308 -0.484
7 H -0.614 1.556 -0.986
8 H 0.021 -0.945 -1.285
9 H -2.271 0.327 0.368
10 H -0.060 0.481 1.485
11 H -2.434 -0.573 -1.147
12 H 1.506 -1.498 1.533
13 H 2.445 0.023 1.407
14 H 2.191 -0.981 -0.039

## Properties
HOMO = -9.8 eV
net charge = 0
2S+1 = 1
gap between HOMO and LUMO = 10.792 eV
energy above the lowest of the compared OMol25 structures with the same formula, charge and spin = 3.038 eV
SMILES string = C[C@H]1O[C@@H]1CO
DFT total energy = -8370.2441 eV
max |F| = 1.95 eV Å⁻¹

---

Entry 4:
C4H8O2 | ωB97M-V/def2-TZVPD

Positions of all 14 atoms, in Å:
1 O 2.821 -0.336 -1.157
2 O 1.549 -0.147 0.753
3 C -2.086 0.146 -0.280
4 C -0.739 0.554 0.325
5 C 0.308 -0.510 0.096
6 C 2.674 -0.103 0.016
7 H 3.489 0.212 0.688
8 H -2.470 -0.775 0.176
9 H -0.410 1.519 -0.082
10 H 0.013 -1.486 0.497
11 H -2.836 0.927 -0.121
12 H 0.539 -0.655 -0.962
13 H -0.845 0.680 1.408
14 H -2.007 -0.026 -1.359

## Properties
HOMO = -10.8 eV
net charge = 0
2S+1 = 1
gap between HOMO and LUMO = 11.744 eV
energy above the lowest of the compared OMol25 structures with the same formula, charge and spin = 0.617 eV
SMILES string = CCCOC=O
DFT total energy = -8372.6642 eV
max |F| = 0.86 eV Å⁻¹

---

Entry 5:
C4H8O2 | ωB97M-V/def2-TZVPD

Positions of all 14 atoms, in Å:
1 O 1.475 -0.995 -0.173
2 O -0.721 1.508 -0.978
3 C -1.021 0.365 -1.222
4 C 1.630 -0.225 0.952
5 C -2.014 -0.421 -0.401
6 C 1.709 1.096 0.876
7 H -3.023 -0.204 -0.775
8 H 1.233 -1.889 0.084
9 H 1.621 1.597 -0.082
10 H -1.852 -1.500 -0.487
11 H 1.696 -0.766 1.896
12 H -0.597 -0.156 -2.105
13 H -1.966 -0.104 0.644
14 H 1.828 1.694 1.771

## Properties
HOMO = -9.0 eV
net charge = 0
2S+1 = 1
gap between HOMO and LUMO = 9.716 eV
energy above the lowest of the compared OMol25 structures with the same formula, charge and spin = 2.009 eV
SMILES string = C=CO.CC=O
DFT total energy = -8371.2727 eV
max |F| = 0.46 eV Å⁻¹

---

Entry 6:
C4H8O2 | ωB97M-V/def2-TZVPD

Positions of all 14 atoms, in Å:
1 O 0.795 -1.330 -0.458
2 O 0.009 1.693 1.158
3 C 0.461 0.583 1.173
4 C 1.269 -0.489 0.542
5 C -1.454 0.689 -1.652
6 C 0.615 -0.674 1.918
7 H 2.347 -0.310 0.558
8 H -1.021 0.932 -2.629
9 H -0.272 -1.303 1.899
10 H 0.881 -0.869 -1.304
11 H -1.025 1.352 -0.885
12 H 1.204 -0.775 2.825
13 H -1.277 -0.363 -1.420
14 H -2.530 0.863 -1.724

## Properties
HOMO = -9.2 eV
net charge = 0
2S+1 = 1
gap between HOMO and LUMO = 9.770 eV
energy above the lowest of the compared OMol25 structures with the same formula, charge and spin = 2.956 eV
SMILES string = O=C1C[C@H]1O.C
DFT total energy = -8370.3255 eV
max |F| = 0.62 eV Å⁻¹

---

Which of these has the highest HOMO? number 2